w.
Entry from the OMol25 dataset: an isolated molecule of C19H21NO4 (the ωB97M-V functional and the def2-TZVPD basis).

Computed properties:
Frontier orbital gap: 8.71 eV
SMILES: CC(=O)OCCN(Cc1ccccc1)Cc1ccc2c(c1)OCO2
Highest occupied orbital energy: -7.9 eV
LUMO level: 0.8 eV

```
! RIJCOSX wB97M-V def2-TZVPD def2/J DEFGRID3
* xyz 0 1
C 5.03187 1.50412 2.13514
C 3.56172 1.66965 1.86013
O 2.67978 1.41178 2.63748
O 3.35613 2.14504 0.62717
C 2.00512 2.29613 0.20282
H 1.38511 2.52184 1.07652
C 1.50269 1.00714 -0.48406
N 0.07500 0.90686 -0.65125
C -0.64796 0.60649 0.58027
C -0.35864 -0.80463 1.01753
C 0.50036 -1.06218 2.07474
C 0.80631 -2.36263 2.47295
C 0.22109 -3.38578 1.77007
C -0.64197 -3.13365 0.70233
C -0.94674 -1.85660 0.30734
H -1.61250 -1.66499 -0.51721
O -1.08108 -4.32595 0.18251
C -0.47322 -5.33338 0.96022
O 0.34454 -4.74144 1.94530
H 0.14036 -5.98016 0.31198
H -1.25151 -5.94478 1.44605
H 1.47294 -2.55834 3.29573
H 0.95442 -0.23909 2.60613
H -0.40265 1.30664 1.39313
H -1.71302 0.70263 0.35658
C -0.52287 1.98970 -1.41184
C -1.84716 1.55387 -1.98390
C -2.98074 2.34562 -1.87357
C -4.18710 1.92298 -2.40667
C -4.27203 0.70012 -3.04826
C -3.14445 -0.09749 -3.15997
C -1.93915 0.32891 -2.63454
H -1.05491 -0.28540 -2.71151
H -3.20685 -1.05354 -3.65921
H -5.21407 0.36837 -3.45934
H -5.06302 2.54866 -2.31555
H -2.92117 3.29940 -1.36767
H -0.65904 2.90569 -0.81207
H 0.15620 2.22624 -2.23766
H 1.82318 0.15310 0.11862
H 1.97363 0.92513 -1.46873
H 2.00144 3.14347 -0.48530
H 5.61274 2.13356 1.46895
H 5.23833 1.74411 3.17411
H 5.29892 0.46278 1.96451
*
```

---

x.
Entry from the OMol25 dataset: an isolated molecule of C19H21NO4 (the ωB97M-V functional and the def2-TZVPD basis).

Computed properties:
Frontier orbital gap: 8.35 eV
SMILES: COc1cc2ccc([C@@](O)(c3cnco3)C(C)C)cc2cc1OC
Highest occupied orbital energy: -7.9 eV
LUMO level: 0.5 eV

```
! RIJCOSX wB97M-V def2-TZVPD def2/J DEFGRID3
* xyz 0 1
N -4.91743 -0.47930 -2.45183
O -4.28736 -1.25988 -0.42651
O 3.39179 3.71559 2.16934
O 3.99547 1.17239 3.05154
O -2.00513 -2.25501 0.51442
C -5.32256 -0.82634 -1.25753
C -3.55464 -0.72142 -2.42723
C -3.18777 -1.18165 -1.20952
C -1.19423 0.92968 -0.70682
C 2.62603 2.62748 1.73563
C 2.89788 1.30634 2.19888
C -0.91393 -0.39266 -0.33518
C -0.44074 2.00925 -0.24592
C 1.51661 2.81928 0.88685
C 2.14293 0.23699 1.72279
C 0.23342 -0.64250 0.47463
C 0.72791 1.75872 0.47485
C 1.04095 0.43947 0.89775
C 3.50687 4.85633 1.33207
C 4.07201 -0.01903 3.82295
C -0.43036 -2.05690 -2.91523
C -1.88125 -3.82805 -1.98837
C -1.79470 -1.57829 -0.70108
C -1.03426 -2.61480 -1.60107
H -2.60307 -1.70120 1.07210
H -6.34110 -0.68895 -0.91434
H -2.91102 -0.53576 -3.30750
H -2.08913 1.15068 -1.26782
H -0.72699 3.02791 -0.48759
H 1.28850 3.81070 0.54260
H 2.38250 -0.78760 2.01053
H 0.48022 -1.66076 0.79304
H 4.39284 5.42383 1.56484
H 2.67929 5.49362 1.56642
H 3.46080 4.64812 0.23733
H 4.25155 -0.87854 3.19827
H 3.13527 -0.13706 4.36687
H 4.83540 0.08768 4.59911
H 0.08480 -1.11790 -2.73796
H -1.21468 -1.85925 -3.62790
H 0.23167 -2.79868 -3.32264
H -2.46446 -4.23755 -1.15388
H -2.60750 -3.57944 -2.76260
H -1.24168 -4.65819 -2.37152
H -0.21073 -3.01738 -1.01280
*
```

---

Most stable to least stable: w, x

---

w.
Entry from the OMol25 dataset: the ion C3H11N2S2 with charge +1 (the ωB97M-V functional and the def2-TZVPD basis).

Computed properties:
Frontier orbital gap: 9.76 eV
SMILES: CC(S)(S)[C@@H](N)[NH3+]
Highest occupied orbital energy: -13.1 eV
LUMO level: -3.3 eV

```
! RIJCOSX wB97M-V def2-TZVPD def2/J DEFGRID3
* xyz 1 1
C -0.50173 0.08543 1.55245
C 0.47433 0.48115 -0.90208
C -0.94695 0.02682 0.10022
N 1.38671 1.41473 -0.47432
N 1.18380 -1.01744 -0.95691
S -2.09693 1.34344 -0.42655
S -1.53561 -1.53240 -0.43965
H 0.33125 0.72752 1.76220
H -1.29816 0.29152 2.32615
H -0.09755 -0.91062 1.80582
H 0.11094 0.71283 -1.88121
H 1.88060 1.09393 0.33727
H 1.39223 2.36647 -0.62279
H 0.24514 -1.49562 -1.13015
H 1.78528 -1.31144 -0.17229
H 1.73534 -1.02855 -1.82567
H -3.19225 1.16483 0.46032
H -0.85646 -2.41261 0.48719
*
```

---

x.
Entry from the OMol25 dataset: the ion C3H11N2S2 with charge +1 (the ωB97M-V functional and the def2-TZVPD basis).

Computed properties:
Frontier orbital gap: 10.11 eV
SMILES: CC[C@@](N)([NH3+])SS
Highest occupied orbital energy: -13.6 eV
LUMO level: -3.5 eV

```
! RIJCOSX wB97M-V def2-TZVPD def2/J DEFGRID3
* xyz 1 1
C -1.47577 1.74228 0.34724
C -1.27704 0.29759 -0.18193
C 0.07960 -0.23703 0.00109
N 0.38253 -0.86494 1.26114
N 0.26532 -1.45791 -0.99240
S 3.08072 0.21240 0.60098
S 1.57336 0.87194 -0.56489
H -1.39409 1.79642 1.37135
H -0.85557 2.46761 -0.14077
H -2.51044 2.05443 0.06021
H -1.49896 0.37635 -1.28610
H -2.02401 -0.48518 0.42569
H -0.16356 -0.30564 1.92943
H 1.35613 -0.90225 1.35681
H -0.40245 -1.25649 -1.76119
H 1.24202 -1.32565 -1.39943
H 0.00805 -2.41544 -0.52885
H 3.61414 -0.56846 -0.49838
*
```

---

Most stable to least stable: x, w

---

w.
Entry from the OMol25 dataset: a cluster of 3 separate species, C2H9N2P in total (the ωB97M-V functional and the def2-TZVPD basis).

Computed properties:
Frontier orbital gap: 8.67 eV
Highest occupied orbital energy: -7.8 eV
LUMO level: 0.9 eV

```
! RIJCOSX wB97M-V def2-TZVPD def2/J DEFGRID3
* xyz 0 1
C -1.60948 -0.73842 -0.78821
C 0.30534 0.60112 0.04563
N 0.38910 -0.57907 -1.90322
N -0.24785 -0.16516 -0.87509
P -0.81630 1.41953 1.23612
H -1.70257 -0.88866 0.27580
H -2.23294 0.05367 -0.99478
H -1.68887 -1.59424 -1.37122
H 2.24934 -1.14873 1.11952
H 1.35786 0.59519 0.18613
H 2.91428 -1.30019 1.68033
H 1.44469 -0.29522 -1.90691
H -0.39770 2.67836 0.91210
H 0.03510 1.36183 2.38381
*
```

---

x.
Entry from the OMol25 dataset: a structure of composition C2H9N2P (the ωB97M-V functional and the def2-TZVPD basis).

Computed properties:
Frontier orbital gap (spin up / spin down): 8.17 / 7.57 eV
Highest occupied orbital energy (spin up / spin down): -8.5 / -8.0 eV
LUMO level (spin up / spin down): -0.3 / -0.5 eV

```
! RIJCOSX wB97M-V def2-TZVPD def2/J DEFGRID3
* xyz 0 1
C 0.71820 -2.40581 1.22506
C -0.09291 2.81532 -0.91771
N -0.46425 -1.74811 0.78689
N 0.22713 1.50712 -1.35152
P -0.28091 0.10642 -0.63611
H 0.41854 -3.37053 1.65695
H 1.36421 -2.60490 0.36981
H 1.29300 -1.87149 1.99274
H 0.78727 3.32421 -0.51325
H -0.39025 3.36206 -1.81991
H -0.91667 2.88674 -0.20052
H -0.96617 -1.35125 1.57918
H -1.66891 0.11978 -0.50846
H -0.02827 -0.76956 -1.66314
*
```

---

Most stable to least stable: x, w

---

w.
Entry from the OMol25 dataset: an isolated molecule of C3H3NOS (the ωB97M-V functional and the def2-TZVPD basis).

Computed properties:
Frontier orbital gap: 8.80 eV
SMILES: S=c1[nH]cco1
Highest occupied orbital energy: -8.5 eV
LUMO level: 0.3 eV

```
! RIJCOSX wB97M-V def2-TZVPD def2/J DEFGRID3
* xyz 0 1
C 1.19083 -0.16866 0.03481
C -1.02243 0.39606 -0.13463
C -0.92937 -1.00598 0.12268
H 0.68944 2.02806 0.36128
H -1.77997 1.04926 0.11141
H -1.66916 -1.71801 -0.12779
N 0.34246 0.97190 -0.17337
O 0.44788 -1.30221 -0.15259
S 2.73032 -0.25041 -0.04181
*
```

---

x.
Entry from the OMol25 dataset: an isolated molecule of C3H3NOS (the ωB97M-V functional and the def2-TZVPD basis).

Computed properties:
Frontier orbital gap: 8.12 eV
SMILES: [H]/N=C/C(=O)C=S
Highest occupied orbital energy: -8.6 eV
LUMO level: -0.5 eV

```
! RIJCOSX wB97M-V def2-TZVPD def2/J DEFGRID3
* xyz 0 1
C 1.06683 0.33846 0.95534
C -0.86412 -0.61451 -1.71932
C -0.04696 0.18113 -0.29521
N 0.63615 -0.46049 1.79891
O -0.74986 1.13308 -0.05925
S -1.69194 0.34126 -2.60227
H 1.66228 1.22117 0.92256
H -0.87360 -1.77515 -1.75187
H 0.86121 -0.36496 2.75112
*
```

---

y.
Entry from the OMol25 dataset: a cluster of 2 separate species, C3H3NOS in total (the ωB97M-V functional and the def2-TZVPD basis).

Computed properties:
Frontier orbital gap (spin up / spin down): 5.94 / 5.92 eV
Highest occupied orbital energy (spin up / spin down): -9.9 / -9.9 eV
LUMO level (spin up / spin down): -3.9 / -3.9 eV

```
! RIJCOSX wB97M-V def2-TZVPD def2/J DEFGRID3
* xyz 0 1
C 1.65787 -0.43456 0.06659
C 0.27973 1.65032 -0.08847
C 0.63524 0.37777 0.46641
N 2.59553 -0.98737 -0.23105
O -0.73206 2.26553 0.11487
S -1.80162 -1.16073 0.09520
H 0.87455 1.91352 -1.00255
H 0.44420 0.33444 1.48462
H -1.55250 0.15334 0.32412
*
```

---

Most stable to least stable: w, x, y

---

w.
Entry from the OMol25 dataset: an isolated molecule of C3H3NOS (the ωB97M-V functional and the def2-TZVPD basis).

Computed properties:
Frontier orbital gap: 8.34 eV
SMILES: N#CC(=S)CO
Highest occupied orbital energy: -9.9 eV
LUMO level: -1.6 eV

```
! RIJCOSX wB97M-V def2-TZVPD def2/J DEFGRID3
* xyz 0 1
C 1.67165 0.14980 0.26545
C -0.75929 0.48781 -0.00014
C 0.39990 -0.39178 0.34190
N 2.77459 0.32217 0.08883
O -1.87519 -0.09711 -0.43159
S 0.33701 -1.95083 0.49169
H -0.23178 1.29794 -0.52756
H -1.01364 1.11892 0.86428
H -1.30325 -0.93693 -1.09286
*
```

---

x.
Entry from the OMol25 dataset: an isolated molecule of C3H3NOS (the ωB97M-V functional and the def2-TZVPD basis).

Computed properties:
Frontier orbital gap (spin up / spin down): 8.63 / 6.02 eV
Highest occupied orbital energy (spin up / spin down): -9.5 / -8.0 eV
LUMO level (spin up / spin down): -0.8 / -2.0 eV

```
! RIJCOSX wB97M-V def2-TZVPD def2/J DEFGRID3
* xyz 0 1
C -0.44170 -0.30802 -1.48548
C -1.65683 -0.83490 -1.71647
C 0.15722 -0.35050 0.90733
N 0.31231 -0.07046 -0.43671
O -2.75185 -1.13604 -1.94368
S -0.12633 -2.00213 1.66474
H 0.00198 0.05827 -2.41473
H 1.04748 0.03784 1.40816
H -0.73168 0.16879 1.30067
*
```

---

Most stable to least stable: w, x

---

w.
Entry from the OMol25 dataset: the ion C2H6N3S with charge +1 (the ωB97M-V functional and the def2-TZVPD basis).

Computed properties:
Frontier orbital gap: 8.98 eV
Highest occupied orbital energy: -13.9 eV
LUMO level: -4.9 eV

```
! RIJCOSX wB97M-V def2-TZVPD def2/J DEFGRID3
* xyz 1 1
C -1.90347 0.59023 -0.02280
C 1.35097 -0.12696 -0.19313
N -1.53251 -0.56384 0.32234
N -0.90786 1.47564 -0.32699
N 2.62727 -0.40171 -0.09677
S 0.66411 1.35579 0.23026
H -2.84233 1.24733 -0.12216
H 0.62454 -0.81543 -0.60398
H -2.30751 -1.21899 0.45384
H -1.23780 2.34609 -0.59718
H 3.12733 -1.08108 -0.54244
H 3.30999 0.34866 0.06184
*
```

---

x.
Entry from the OMol25 dataset: the ion C2H6N3S with charge +1 (the ωB97M-V functional and the def2-TZVPD basis).

Computed properties:
Frontier orbital gap (spin up / spin down): 6.44 / 6.96 eV
SMILES: [H]/N=C(/C[S-])[NH+]=[NH2+]
Highest occupied orbital energy (spin up / spin down): -14.4 / -14.1 eV
LUMO level (spin up / spin down): -7.9 / -7.1 eV

```
! RIJCOSX wB97M-V def2-TZVPD def2/J DEFGRID3
* xyz 1 1
C -0.46453 0.63053 0.12316
C 1.00774 0.87546 0.47253
N -1.14022 1.61367 -0.18663
N -0.94694 -0.69292 -0.11739
N -0.09295 -1.76357 -0.09146
S 2.32092 -0.24677 0.04609
H 1.25554 1.74113 -0.27015
H 1.30176 1.13519 1.44907
H -2.16891 1.71366 -0.16258
H -1.41663 -0.57072 -1.05223
H -0.07605 -2.35817 0.69454
H 0.42027 -2.07749 -0.90496
*
```

---

Most stable to least stable: w, x